(1)
95
Properties=species:S:1:pos:R:3 method="wB97M-V/def2-TZVPD" gap_ev=6.595 lumo_ev=-5.5 total_energy_ha=-2616.2219 charge=+1
C -3.880 -0.218 1.731
C -3.479 1.337 1.387
O -3.831 1.813 0.162
O -2.729 2.260 2.256
C -1.470 1.671 2.741
C -0.272 1.626 1.575
C 0.834 0.545 2.116
C 1.926 0.040 1.006
C 1.469 0.196 -0.557
C 0.471 -1.042 -1.087
N 0.489 -2.232 -0.218
N -0.257 -3.299 -0.604
C -0.284 -4.584 0.250
B -1.841 -4.634 0.871
O -2.985 -5.121 0.027
O -2.149 -4.160 2.252
C -1.052 -3.234 -1.865
C -1.245 -2.012 -2.929
C -2.162 -2.035 -4.300
C -3.723 -1.529 -4.008
O -3.970 -0.604 -3.074
I -5.352 -2.413 -5.213
C -0.327 -0.688 -2.465
P -0.275 0.941 -3.456
O -1.420 1.890 -2.834
H -4.086 -0.368 2.873
H -4.821 -0.478 1.056
H -3.012 -0.928 1.339
H -1.606 0.557 3.149
H -1.040 2.283 3.663
H -0.810 1.336 0.578
H 0.209 2.711 1.454
H 0.355 -0.393 2.674
H 1.457 1.108 2.966
H 2.888 0.733 1.144
H 2.269 -1.038 1.321
H 2.461 0.060 -1.208
H 1.038 1.243 -0.855
H -0.039 -5.548 -0.403
H 0.436 -4.450 1.162
H -3.314 -4.326 -0.517
H -2.940 -3.524 2.170
H -1.643 -4.235 -2.139
H -1.632 -1.311 -5.070
H -2.139 -3.141 -4.747
H 0.971 1.684 -3.257
H -0.607 0.773 -4.850
C 7.329 0.378 -2.647
C 6.626 -0.724 -1.861
C 5.543 -1.436 -2.673
C 4.477 -0.438 -3.095
N 3.593 0.390 -3.445
H 6.635 1.173 -2.939
H 8.112 0.839 -2.038
H 7.794 -0.024 -3.555
H 6.185 -0.288 -0.956
H 7.370 -1.458 -1.535
H 5.079 -2.225 -2.071
H 5.975 -1.901 -3.566
C -6.743 2.898 -2.047
C -7.447 1.796 -1.261
C -8.529 1.084 -2.074
C -9.595 2.082 -2.495
N -10.480 2.910 -2.845
H -7.437 3.693 -2.339
H -5.960 3.359 -1.438
H -6.278 2.496 -2.955
H -7.887 2.232 -0.356
H -6.702 1.062 -0.935
H -8.993 0.295 -1.471
H -8.097 0.619 -2.966
C 11.159 -1.014 -0.827
C 11.500 -1.614 0.533
C 10.605 -2.799 0.902
C 9.155 -2.347 0.964
N 7.952 -1.972 1.015
H 10.142 -0.608 -0.847
H 11.841 -0.191 -1.061
H 11.246 -1.765 -1.620
H 11.415 -0.831 1.297
H 12.545 -1.944 0.524
H 10.898 -3.201 1.878
H 10.702 -3.600 0.161
C -5.079 4.726 6.366
C -5.072 4.376 4.881
C -4.787 2.895 4.621
C -3.419 2.530 5.172
N -2.283 2.228 5.630
H -4.102 4.547 6.828
H -5.314 5.786 6.505
H -5.829 4.136 6.905
H -4.320 4.994 4.374
H -6.045 4.634 4.450
H -4.807 2.692 3.545
H -5.548 2.267 5.098

***

(2)
88
Properties=species:S:1:pos:R:3 method="wB97M-V/def2-TZVPD" multiplicity=3 de_lowest_kj_mol=0.0 gap_ev="5.258 / 4.441" lumo_ev="-7.3 / -8.2" total_energy_ha=-4787.7410 charge=+2
C -3.754 -5.314 -3.037
C -3.009 -4.273 -3.687
C -3.065 -4.280 -5.109
C -3.841 -5.236 -5.775
N -4.555 -6.179 -5.146
C -4.505 -6.214 -3.803
C -2.242 -3.299 -3.017
C -1.476 -2.468 -2.382
C -0.613 -2.338 -1.127
C -1.251 -2.045 0.151
C -0.416 -1.445 1.120
C 0.966 -1.255 0.932
C 1.567 -2.060 -0.081
C 0.794 -2.686 -1.067
Pt -0.851 -0.622 -2.247
P -1.103 1.688 -0.571
H -2.484 -3.564 -5.682
H -3.727 -5.425 -1.955
H -3.859 -5.233 -6.872
H -5.091 -7.011 -3.320
H 1.107 -3.455 -1.797
H -2.307 -2.372 0.264
H 2.650 -2.211 -0.049
H -0.765 -1.211 2.124
C -0.213 3.059 0.481
C -0.747 4.490 0.485
H 0.807 3.044 0.098
H -0.182 2.687 1.514
H -0.309 5.040 1.329
H -0.447 5.043 -0.414
H -1.836 4.570 0.617
C -2.229 2.749 -1.588
C -3.634 2.175 -1.724
H -1.735 2.850 -2.561
H -2.284 3.773 -1.201
H -3.945 2.244 -2.772
H -3.671 1.125 -1.404
H -4.359 2.782 -1.155
C -2.099 1.158 0.934
C -2.971 2.193 1.652
H -1.313 0.840 1.639
H -2.672 0.264 0.651
H -3.625 1.661 2.359
H -2.380 2.879 2.275
H -3.629 2.772 0.992
Br 2.006 0.275 1.689
P 1.376 0.752 -1.991
C 1.725 2.952 -2.020
C 2.556 3.652 -3.069
H 2.204 3.172 -1.047
H 0.720 3.399 -1.930
H 2.138 4.590 -3.423
H 3.532 3.971 -2.677
H 2.784 3.024 -3.934
C 3.209 0.423 -1.341
C 4.601 0.696 -1.961
H 3.197 -0.651 -1.153
H 3.221 0.907 -0.352
H 5.365 0.620 -1.165
H 4.897 -0.070 -2.693
H 4.712 1.694 -2.404
C 1.545 -0.551 -3.333
C 1.891 0.045 -4.672
H 0.593 -1.207 -3.458
H 2.312 -1.250 -3.019
H 1.668 -0.636 -5.491
H 1.334 0.959 -4.852
H 2.950 0.295 -4.755
C -1.098 0.696 5.368
N 0.209 0.213 5.780
C 0.627 0.450 7.129
C 0.845 -0.521 4.821
O 0.135 -0.730 3.821
N 2.134 -0.974 4.918
C 3.043 -0.548 5.950
C 2.667 -1.697 3.818
H -1.573 1.214 6.215
H -1.741 -0.146 5.025
H -1.007 1.418 4.522
H 0.894 -0.488 7.615
H 1.475 1.123 7.145
H -0.208 0.888 7.670
H 2.816 -1.025 6.913
H 4.040 -0.879 5.672
H 3.065 0.539 6.097
H 1.956 -2.387 3.398
H 2.862 -0.965 3.050
H 3.625 -2.132 4.046

***

(3)
88
Properties=species:S:1:pos:R:3 method="wB97M-V/def2-TZVPD" gap_ev="5.750 / 5.740" lumo_ev="-6.9 / -6.9" total_energy_ha=-4883.0483 charge=+2
C 1.905 4.020 -0.781
C 0.823 3.484 -1.529
C 0.994 3.263 -2.918
C 2.180 3.701 -3.519
N 3.157 4.251 -2.797
C 3.050 4.424 -1.481
C -0.410 3.146 -0.919
C -1.071 2.228 -0.312
C -2.466 2.209 0.117
C -3.096 1.039 0.583
C -4.428 1.082 0.975
C -5.023 2.325 1.056
C -4.467 3.495 0.551
C -3.171 3.426 0.043
Sn -0.336 0.000 0.354
P 2.200 -0.515 -0.551
H 0.237 2.730 -3.490
H 1.862 4.064 0.303
H 2.323 3.595 -4.596
H 3.885 4.894 -0.953
H -2.676 4.288 -0.383
H -2.585 0.051 0.648
H -5.015 4.428 0.558
H -4.965 0.179 1.255
C 2.794 -2.241 -0.241
C 3.941 -2.742 -1.115
H 1.908 -2.885 -0.366
H 3.068 -2.300 0.825
H 4.163 -3.784 -0.853
H 3.692 -2.723 -2.183
H 4.867 -2.173 -0.954
C 2.409 -0.223 -2.365
C 3.807 0.178 -2.836
H 1.685 0.569 -2.619
H 2.068 -1.136 -2.883
H 3.810 0.249 -3.931
H 4.103 1.165 -2.451
H 4.575 -0.560 -2.564
C 3.406 0.611 0.269
C 4.847 0.116 0.363
H 2.997 0.807 1.273
H 3.358 1.569 -0.271
H 5.447 0.857 0.907
H 4.932 -0.835 0.906
H 5.313 0.001 -0.625
Br -6.664 2.424 2.004
P -1.671 -1.645 -1.572
C -0.615 -2.617 -2.721
C -1.199 -3.888 -3.337
H 0.290 -2.871 -2.142
H -0.291 -1.926 -3.515
H -0.421 -4.361 -3.951
H -1.500 -4.619 -2.577
H -2.053 -3.686 -3.998
C -2.756 -2.842 -0.673
C -4.118 -3.223 -1.250
H -2.906 -2.392 0.324
H -2.151 -3.749 -0.512
H -4.631 -3.870 -0.524
H -4.764 -2.352 -1.416
H -4.039 -3.793 -2.186
C -2.738 -0.538 -2.599
C -3.197 -1.018 -3.977
H -2.152 0.390 -2.715
H -3.609 -0.268 -1.981
H -3.775 -0.211 -4.447
H -2.355 -1.242 -4.646
H -3.855 -1.896 -3.925
C -2.225 0.967 3.860
N -1.061 0.453 4.559
C -1.133 0.453 6.008
C -0.083 -0.093 3.811
O -0.324 -0.218 2.550
N 1.098 -0.518 4.301
C 1.587 -0.300 5.654
C 2.085 -1.091 3.394
H -2.881 1.417 4.603
H -2.768 0.175 3.329
H -1.945 1.731 3.126
H -0.937 -0.543 6.428
H -0.443 1.186 6.451
H -2.154 0.746 6.258
H 1.090 -0.966 6.376
H 2.650 -0.560 5.627
H 1.491 0.750 5.971
H 1.610 -1.350 2.445
H 2.910 -0.380 3.221
H 2.507 -1.989 3.864

***

(4)
95
Properties=species:S:1:pos:R:3 method="wB97M-V/def2-TZVPD" multiplicity=5 de_lowest_kj_mol=241.7 gap_ev="6.322 / 6.581" lumo_ev="2.1 / 2.1" total_energy_ha=-4516.7560 charge=-1
C 3.378 -2.292 -6.183
C 2.783 -1.568 -7.339
H 2.997 -3.314 -6.122
H 3.153 -1.763 -5.267
H 4.462 -2.387 -6.298
C 2.776 -2.158 -8.551
C 3.274 -3.547 -8.877
H 2.456 -1.615 -9.449
H 2.834 -4.303 -8.208
H 4.373 -3.650 -8.820
H 2.981 -3.811 -9.907
Cr 0.680 0.233 -2.008
Cl 2.115 1.371 -3.234
C -0.368 2.674 -1.657
O -0.822 1.489 -1.632
N -0.978 3.709 -2.217
C -2.292 3.604 -2.825
C -0.164 4.872 -2.525
H 0.590 2.929 -1.218
H -2.960 3.039 -2.174
H -2.246 3.146 -3.821
H -2.643 4.626 -2.930
H 0.529 5.041 -1.691
H -0.825 5.738 -2.633
H 0.425 4.736 -3.450
H -2.738 2.207 2.297
H -1.143 1.866 4.509
C -2.689 1.122 2.142
C -1.543 0.862 4.330
N -1.562 0.584 2.902
H -2.522 0.896 1.083
C -0.871 -0.457 2.368
O -1.100 -0.928 1.255
H -0.880 0.146 4.821
H -0.085 -0.855 3.036
H -3.632 0.654 2.478
H -2.551 0.786 4.757
H -0.368 -5.203 -0.240
H 0.061 -3.601 -3.382
C -1.256 -4.942 -0.821
C -0.912 -3.956 -3.043
N -1.051 -3.756 -1.622
H -2.083 -4.787 -0.128
C -0.868 -2.549 -1.075
O -0.472 -1.538 -1.700
H -1.691 -3.425 -3.592
H -1.105 -2.486 -0.010
H -1.487 -5.772 -1.487
H -0.994 -5.022 -3.249
O 1.671 0.196 -5.911
C 2.415 -0.093 -7.090
C 0.857 0.048 -9.126
C 1.831 0.627 -8.311
H 0.555 -0.986 -8.968
C 0.258 0.797 -10.153
H 3.399 0.373 -6.882
C 2.285 1.919 -8.571
H -0.529 0.345 -10.766
C 0.696 2.110 -10.395
C 1.731 2.655 -9.620
H 3.075 2.321 -7.926
H 0.294 2.675 -11.239
H 2.117 3.650 -9.824
Si -0.220 -0.006 -5.513
Cl 0.381 -1.917 -4.906
C -1.284 -0.660 -6.951
C -0.184 1.911 -5.649
C -1.775 0.128 -4.287
H -1.184 0.029 -7.790
H -2.325 -0.713 -6.615
H -0.957 -1.669 -7.229
H -1.988 -0.859 -3.846
H -2.650 0.449 -4.882
H -1.675 0.857 -3.468
H 0.008 2.092 -6.722
H 0.648 2.309 -5.049
H -1.159 2.349 -5.347
C 1.932 0.905 6.357
C 2.058 1.059 4.872
C 2.454 -0.042 4.114
C 2.522 0.033 2.736
C 2.190 1.237 2.102
C 1.823 2.358 2.845
C 1.756 2.261 4.230
S 2.412 1.356 0.336
O 2.132 2.748 0.025
O 3.717 0.826 0.092
O 1.349 0.420 -0.183
H 1.020 0.361 6.649
H 2.786 0.327 6.731
H 1.919 1.882 6.848
H 2.699 -0.972 4.626
H 2.822 -0.837 2.152
H 1.591 3.291 2.339
H 1.453 3.113 4.844

***

(5)
86
Properties=species:S:1:pos:R:3 method="wB97M-V/def2-TZVPD" multiplicity=5 de_lowest_kj_mol=29.3 gap_ev="5.688 / 3.008" lumo_ev="-13.2 / -16.3" total_energy_ha=-2707.0547 charge=+4
Ru 0.024 -0.904 -0.102
P 0.099 -2.798 -1.273
P 2.289 -0.504 0.083
P -1.842 0.012 -0.994
H 1.634 3.646 -1.173
C 0.857 4.202 -0.645
C 0.868 4.316 0.692
H 1.733 4.002 1.281
C 0.564 -2.444 -3.007
C 1.294 -4.061 -0.725
C -1.469 -3.716 -1.425
C 2.658 1.243 0.440
C 3.210 -1.396 1.386
C 3.240 -0.842 -1.429
C -1.782 1.782 -0.599
C -3.452 -0.570 -0.377
C -2.003 -0.068 -2.804
H 0.106 4.711 -1.255
H 0.043 4.801 1.225
H -0.289 -2.657 -3.665
H 1.408 -3.083 -3.300
H 0.853 -1.392 -3.128
H 1.177 -4.957 -1.350
H 1.096 -4.331 0.321
H 2.326 -3.697 -0.807
H -1.251 -4.757 -1.701
H -2.113 -3.267 -2.193
H -1.999 -3.707 -0.465
H 3.505 1.558 -0.183
H 2.913 1.377 1.498
H 1.806 1.885 0.193
H 4.288 -1.268 1.211
H 2.974 -2.466 1.359
H 2.962 -0.992 2.376
H 4.296 -0.605 -1.245
H 2.851 -0.183 -2.219
H 3.158 -1.889 -1.739
H -2.522 2.327 -1.201
H -0.780 2.174 -0.821
H -2.000 1.935 0.465
H -4.248 -0.261 -1.069
H -3.649 -0.152 0.617
H -3.450 -1.664 -0.300
H -2.855 0.551 -3.117
H -2.170 -1.100 -3.136
H -1.091 0.322 -3.273
C 1.094 1.781 -3.466
C 1.746 1.134 -4.587
C 1.353 1.411 -5.881
C 0.373 2.378 -6.142
C -0.207 3.095 -5.086
C 0.166 2.845 -3.779
O 1.273 1.383 -2.268
H -0.716 -2.103 0.715
H 2.516 0.399 -4.355
H 1.822 0.865 -6.703
H 0.070 2.583 -7.171
H -0.957 3.864 -5.284
H -0.250 3.398 -2.939
C 0.270 -2.543 2.980
P -0.252 -0.994 2.179
C -1.990 -0.850 2.766
C -2.803 -1.996 2.789
C -4.145 -1.897 3.164
C -4.684 -0.657 3.520
C -3.879 0.485 3.498
C -2.537 0.392 3.122
C 0.599 0.283 3.182
C 0.462 1.633 2.813
C 1.054 2.639 3.575
C 1.834 2.307 4.687
C 1.987 0.968 5.052
C 1.360 -0.041 4.316
H -0.140 -3.399 2.430
H -0.123 -2.549 4.005
H 1.364 -2.618 2.994
H -2.387 -2.968 2.513
H -4.766 -2.794 3.180
H -5.732 -0.581 3.814
H -4.289 1.456 3.781
H -1.913 1.285 3.131
H -0.115 1.900 1.922
H 0.906 3.680 3.289
H 2.319 3.095 5.263
H 2.592 0.697 5.919
H 1.457 -1.079 4.637

***

> Look up the charge of the third one.

+2

***

> What is the charge in the third record?

+2